1.
C7H22BN2O2Sr | wB97M-V/def2-TZVPD

Computed properties:
LUMO level (alpha / beta) = 2.26 / 2.27 eV
HOMO energy (alpha / beta) = -1.061 / -1.060 eV
largest force on an atom = 5.2 eV Å⁻¹
E = -595.3611 a.u.
frontier orbital gap (alpha / beta) = 3.33 / 3.33 eV

The geometry in ORCA input format:
```
! RIJCOSX wB97M-V def2-TZVPD def2/J DEFGRID3
* xyz -1 1
C -0.062 -0.868 -3.618
Sr -2.159 -0.793 -2.560
N -2.753 1.159 -0.595
N -2.908 1.291 -4.185
H -2.045 1.851 -0.551
H -2.930 -2.785 -1.305
H 0.460 -1.861 -3.560
H 0.784 0.003 -3.647
H -0.832 -0.915 -4.605
H -2.583 2.227 -3.822
H -3.919 1.329 -4.235
H -2.604 1.251 -5.161
H -3.653 1.603 -0.847
H -2.908 0.766 0.306
C 0.509 -1.580 2.815
C 0.515 -0.468 1.798
C -0.314 0.708 2.344
O -0.176 -0.976 0.580
B 0.466 -0.159 -0.303
O 1.814 0.117 -0.188
C 1.976 -0.054 1.259
C 2.512 1.269 1.768
C 3.035 -1.134 1.440
H 0.907 -1.197 3.766
H 1.113 -2.443 2.511
H -0.517 -1.924 2.987
H -1.331 0.341 2.552
H 0.109 1.065 3.299
H -0.416 1.565 1.649
H 2.791 1.179 2.822
H 3.408 1.525 1.189
H 1.784 2.082 1.656
H 2.676 -2.121 1.123
H 3.908 -0.870 0.829
H 3.345 -1.183 2.490
*
```

For each atom in turn, the Mulliken charge in e is: C -1.14; Sr 0.35; N -0.49; N -0.58; H 0.20; H -0.31; H 0.24; H 0.02; H 0.12; H 0.22; H 0.24; H 0.21; H 0.19; H 0.17; C -1.80; C 1.91; C -1.89; O -0.61; B -0.49; O -0.05; C 2.00; C -1.88; C -2.07; H 0.36; H 0.29; H 0.47; H 0.40; H 0.32; H 0.31; H 0.34; H 0.45; H 0.31; H 0.35; H 0.49; H 0.34

2.
C7H22BO7PS2 | wB97M-V/def2-TZVPD

Computed properties:
LUMO level = -0.09 eV
HOMO energy = -8.151 eV
largest force on an atom = 1.6 eV Å⁻¹
E = -1969.1027 a.u.
SMILES string = CCOS(C)(=O)=O.CCOS(C)(=O)=O.BP(C)O
frontier orbital gap = 8.06 eV

The geometry in ORCA input format:
```
! RIJCOSX wB97M-V def2-TZVPD def2/J DEFGRID3
* xyz 0 1
C 2.993 -2.112 -0.869
C 2.523 -0.713 -1.224
O 1.583 -0.709 -2.313
S 0.087 -1.216 -2.014
C -0.626 -0.692 -3.538
O -0.446 -0.440 -0.929
O 0.080 -2.652 -1.971
H 2.176 -2.717 -0.475
H 3.775 -2.069 -0.110
H 3.380 -2.623 -1.752
H 2.096 -0.206 -0.358
H 3.374 -0.120 -1.557
H -0.589 0.394 -3.592
H -1.653 -1.040 -3.542
H -0.073 -1.146 -4.357
C 0.168 2.148 3.904
C 0.140 2.213 2.387
O 1.037 3.208 1.861
S 2.611 2.898 1.893
C 3.125 4.235 0.861
O 2.846 1.653 1.216
O 3.111 3.125 3.218
H 1.135 1.803 4.268
H -0.593 1.457 4.268
H -0.010 3.134 4.334
H 0.359 1.240 1.943
H -0.856 2.503 2.054
H 2.723 4.086 -0.138
H 4.212 4.223 0.838
H 2.771 5.167 1.293
B -5.462 -1.662 -0.168
P -3.588 -1.885 -0.486
C -3.307 -3.703 -0.157
O -3.419 -1.591 -2.152
H -5.785 -1.820 0.969
H -6.215 -1.380 -1.038
H -3.562 -4.290 -1.043
H -2.290 -3.895 0.177
H -3.980 -4.042 0.635
H -3.851 -0.766 -2.335
*
```

For each atom in turn, the Mulliken charge in e is: C -1.07; C -0.04; O -0.32; S 1.29; C -0.87; O -0.58; O -0.65; H 0.29; H 0.40; H 0.28; H 0.13; H 0.26; H 0.30; H 0.29; H 0.34; C -1.08; C -0.14; O -0.30; S 1.13; C -0.96; O -0.54; O -0.61; H 0.31; H 0.40; H 0.27; H 0.18; H 0.29; H 0.31; H 0.37; H 0.33; B 0.22; P 0.16; C -0.96; O -0.56; H -0.06; H -0.08; H 0.30; H 0.31; H 0.35; H 0.29

3.
C7H22ClI2IrOP2 | wB97M-V/def2-TZVPD

Computed properties:
LUMO level (alpha / beta) = -11.80 / -14.22 eV
HOMO energy (alpha / beta) = -18.554 / -19.452 eV
largest force on an atom = 7.5 eV Å⁻¹
<S²> = 8.769
E = -2196.2862 a.u.
relative energy (zero: lowest compared OMol25 entry of this formula, charge and spin) = 747.9 kJ/mol
frontier orbital gap (alpha / beta) = 6.76 / 5.23 eV

The geometry in ORCA input format:
```
! RIJCOSX wB97M-V def2-TZVPD def2/J DEFGRID3
* xyz 3 6
I 1.196 2.696 2.318
I 0.690 -1.280 3.468
Ir 0.001 -0.349 -1.607
P -1.864 -0.245 -0.699
C -2.753 -0.159 0.852
C -2.628 1.162 -1.541
H -3.694 0.951 -1.581
H -3.740 -1.343 -1.572
H -2.135 1.259 -2.550
H -2.211 -1.860 -2.471
H -2.525 0.828 1.316
H -2.416 2.059 -0.926
C -2.691 -1.646 -1.491
H -3.840 -0.263 0.653
H -2.597 -2.514 -0.833
H -2.393 -0.988 1.486
P 1.835 -0.242 -0.641
C 2.736 -0.173 0.852
C 2.640 -1.645 -1.446
H 2.108 1.295 -2.512
H 3.638 0.918 -1.503
H 2.366 2.055 -0.847
C 2.565 1.174 -1.493
H 2.197 -1.843 -2.467
H 3.679 -1.343 -1.454
H 3.787 -0.307 0.578
H 2.431 -0.951 1.550
H 2.486 -2.518 -0.784
H 2.582 0.827 1.296
Cl 0.101 0.280 -3.755
C -0.451 0.925 3.227
O -0.110 0.598 1.727
H -1.446 1.209 3.560
H 0.473 1.591 3.668
H 0.062 0.214 3.963
H -0.078 -0.371 1.661
*
```

For each atom in turn, the Mulliken charge in e is: I 0.52; I 0.05; Ir 0.18; P 0.76; C -1.05; C -1.32; H 0.46; H 0.45; H 0.46; H 0.47; H 0.18; H 0.39; C -1.28; H 0.54; H 0.41; H 0.38; P 0.83; C -0.55; C -1.28; H 0.47; H 0.44; H 0.36; C -1.25; H 0.45; H 0.48; H 0.59; H 0.02; H 0.41; H -0.10; Cl -0.24; C -0.32; O 0.08; H 0.66; H 0.18; H 0.14; H 0.04

4.
C7H22O5 | wB97M-V/def2-TZVPD

Computed properties:
LUMO level (alpha / beta) = -4.43 / -8.24 eV
HOMO energy (alpha / beta) = -13.818 / -13.815 eV
largest force on an atom = 4.7 eV Å⁻¹
<S²> = 0.753
E = -655.6586 a.u.
relative energy (zero: lowest compared OMol25 entry of this formula, charge and spin) = 273.0 kJ/mol
frontier orbital gap (alpha / beta) = 9.39 / 5.57 eV

The geometry in ORCA input format:
```
! RIJCOSX wB97M-V def2-TZVPD def2/J DEFGRID3
* xyz 1 2
C 0.287 1.248 -1.526
O 1.187 2.169 -2.156
C 1.031 -0.056 -1.078
C 0.067 -1.072 -0.391
C -1.319 -0.476 -0.080
C -2.348 -0.623 -0.968
C -3.775 -0.384 -0.626
C -1.551 0.261 1.197
H -0.649 1.233 -2.267
H 0.065 1.962 -0.636
H 1.573 1.761 -3.103
H 1.805 0.316 -0.495
H 1.643 -0.567 -1.903
H 0.046 -2.104 -0.758
H 0.429 -1.312 0.597
H -2.094 -0.802 -2.035
H -4.002 -0.078 0.393
H -4.110 0.430 -1.363
H -4.155 -1.374 -0.660
H -0.680 0.991 1.201
H -2.398 0.837 1.285
H -1.490 -0.430 2.027
H -0.595 -3.708 -2.475
H -1.528 -2.473 -2.054
O -1.321 -3.073 -2.787
H -0.538 -1.065 3.553
H 0.881 -0.635 3.634
O 0.110 -0.741 4.207
H 3.120 2.064 1.010
H 3.456 1.989 -0.459
O 3.775 1.988 0.378
H 3.102 0.036 2.802
H 2.206 1.303 3.490
O 2.443 0.685 2.740
*
```

For each atom in turn, the Mulliken charge in e is: C -0.19; O -0.56; C -0.31; C -0.58; C 1.13; C -0.63; C -1.30; C -1.20; H 0.13; H 0.11; H 0.36; H 0.12; H 0.41; H 0.50; H 0.27; H 0.65; H 0.40; H 0.31; H 0.35; H 0.27; H 0.54; H 0.07; H 0.34; H 0.37; O -0.64; H 0.34; H 0.34; O -0.61; H 0.30; H 0.29; O -0.60; H 0.29; H 0.33; O -0.62

5.
C7H23ClN10O7 | wB97M-V/def2-TZVPD

Computed properties:
LUMO level = -0.04 eV
HOMO energy = -9.415 eV
largest force on an atom = 9.4 eV Å⁻¹
E = -1815.0738 a.u.
relative energy (zero: lowest compared OMol25 entry of this formula, charge and spin) = 190.2 kJ/mol
SMILES string = COC(=O)Cl.NC(N)=O.NC(N)=O.NC(N)=O.NC(N)=O.NC(N)=O
frontier orbital gap = 9.38 eV

The geometry in ORCA input format:
```
! RIJCOSX wB97M-V def2-TZVPD def2/J DEFGRID3
* xyz 0 1
C -4.064 2.060 -0.701
O -3.048 1.883 -1.750
C -3.528 1.050 -2.864
O -3.848 1.666 -4.019
Cl -3.629 -0.800 -2.678
H -3.501 2.563 0.222
H -4.531 1.060 -0.313
H -4.945 2.781 -0.978
N -2.282 -2.764 0.471
C -3.418 -2.729 1.192
N -3.845 -3.931 1.619
O -4.012 -1.692 1.438
H -1.779 -3.608 0.258
H -1.926 -1.881 0.130
H -4.696 -3.950 2.165
H -3.369 -4.797 1.427
N -5.812 -5.395 5.977
C -4.680 -5.326 5.253
N -3.711 -4.571 5.801
O -4.543 -5.902 4.185
H -5.943 -4.927 6.858
H -6.566 -5.953 5.600
H -2.843 -4.492 5.288
H -3.805 -4.088 6.679
N -0.439 2.056 -3.545
C 0.527 1.443 -2.837
N 1.613 1.101 -3.554
O 0.427 1.216 -1.642
H -0.375 2.251 -4.530
H -1.274 2.330 -3.043
H 2.364 0.638 -3.060
H 1.714 1.279 -4.539
N 4.411 2.331 -2.884
C 5.542 2.400 -3.608
N 6.511 3.156 -3.060
O 5.679 1.824 -4.675
H 4.279 2.799 -2.003
H 3.656 1.773 -3.261
H 7.380 3.234 -3.573
H 6.417 3.638 -2.182
N 6.549 2.621 2.153
C 6.016 2.632 0.918
N 4.697 2.368 0.877
O 6.675 2.861 -0.083
H 6.022 2.435 2.990
H 7.539 2.815 2.229
H 4.257 2.366 -0.034
H 4.138 2.177 1.690
*
```

For each atom in turn, the Mulliken charge in e is: C -0.58; O -0.27; C 0.58; O -0.46; Cl -0.11; H 0.21; H 0.26; H 0.27; N -0.37; C 0.73; N -0.34; O -0.67; H 0.16; H 0.21; H 0.16; H 0.14; N -0.40; C 0.67; N -0.38; O -0.64; H 0.16; H 0.22; H 0.22; H 0.16; N -0.34; C 0.71; N -0.47; O -0.70; H 0.15; H 0.25; H 0.29; H 0.15; N -0.16; C 0.57; N -0.35; O -0.70; H 0.14; H 0.17; H 0.22; H 0.20; N -0.42; C 0.65; N -0.23; O -0.63; H 0.16; H 0.23; H 0.03; H 0.18

6.
C7H23N7NaO4 | wB97M-V/def2-TZVPD

Computed properties:
LUMO level (alpha / beta) = -5.54 / -12.00 eV
HOMO energy (alpha / beta) = -15.622 / -15.616 eV
largest force on an atom = 7.0 eV Å⁻¹
<S²> = 0.759
E = -1126.5423 a.u.
frontier orbital gap (alpha / beta) = 10.09 / 3.61 eV

The geometry in ORCA input format:
```
! RIJCOSX wB97M-V def2-TZVPD def2/J DEFGRID3
* xyz 2 2
Na -0.675 0.303 0.181
C 1.537 -0.232 4.212
C 0.849 -0.499 2.871
C -0.624 -1.052 2.866
O -1.240 -1.518 1.645
C -2.529 -2.025 1.845
N 0.868 0.750 2.143
H 2.568 0.025 3.970
H 1.616 -1.105 4.861
H 0.960 0.497 4.782
H 1.256 -1.337 2.306
H -1.388 -0.477 3.390
H -0.632 -2.005 3.394
H -2.558 -2.739 2.668
H -2.800 -2.534 0.919
H -3.277 -1.242 1.972
H 0.564 1.404 2.850
H 1.825 1.066 2.070
C 1.125 2.436 -2.045
O 0.640 1.557 -1.240
N 2.388 2.498 -2.362
N 0.376 3.145 -2.854
H 3.073 1.849 -2.003
H 2.820 3.401 -2.497
H 0.800 3.986 -3.217
H -0.633 3.099 -2.876
C -2.352 1.148 -2.420
O -2.281 1.154 -1.214
N -1.526 0.455 -3.130
N -3.030 2.068 -3.104
H -0.880 -0.072 -2.560
H -1.516 0.677 -4.115
H -3.548 2.791 -2.626
H -2.877 2.189 -4.095
C 0.938 -2.122 -0.972
O -0.159 -1.727 -1.390
N 1.156 -2.663 0.158
N 2.044 -2.343 -1.680
H 1.945 -3.222 0.451
H 0.365 -2.701 0.785
H 1.953 -2.092 -2.655
H 2.858 -2.791 -1.284
*
```

For each atom in turn, the Mulliken charge in e is: Na 0.94; C -1.56; C 0.69; C -1.08; O -0.20; C -0.85; N -0.45; H 0.43; H 0.39; H 0.45; H -0.04; H 0.48; H 0.50; H 0.33; H 0.28; H 0.30; H 0.30; H 0.28; C 0.57; O -0.41; N -0.38; N -0.24; H 0.25; H 0.25; H 0.22; H 0.20; C 0.58; O -0.44; N -0.13; N -0.40; H 0.12; H 0.24; H 0.25; H 0.19; C 0.72; O -0.77; N -0.33; N -0.42; H 0.17; H 0.17; H 0.24; H 0.17